(1)
{"formula": "C5H14", "method": "ωB97M-V/def2-TZVPD", "species": ["C", "C", "C", "H", "H", "H", "H", "H", "H", "H", "H", "C", "C", "H", "H", "H", "H", "H", "H"], "positions_angstrom": [[-0.810, -0.589, -1.344], [-0.929, 0.830, -0.725], [-0.429, 1.815, -1.877], [-1.129, -1.360, -0.605], [0.180, -0.697, -1.683], [-1.234, -0.717, -2.301], [-2.001, 1.092, -0.480], [-0.188, 0.928, 0.161], [0.654, 1.686, -1.786], [-0.757, 1.677, -2.797], [-1.024, 2.663, -1.557], [0.435, -1.377, 1.655], [1.613, -0.574, 2.160], [0.397, -2.375, 2.267], [-0.475, -0.782, 1.822], [0.538, -1.771, 0.665], [1.809, 0.409, 1.617], [2.523, -1.109, 2.210], [1.433, -0.274, 3.250]], "nbo_charge": [-0.6213, -0.3793, -0.6209, 0.2060, 0.1977, 0.2051, 0.1943, 0.2030, 0.2087, 0.1926, 0.2140, -0.6156, -0.6073, 0.2001, 0.2094, 0.2112, 0.1980, 0.2042, 0.2001], "homo_ev": -10.489, "smiles": "CCC.CC"}


(2)
{"formula": "C24H59N3O6Y", "method": "ωB97M-V/def2-TZVPD", "species": ["Y", "C", "C", "C", "O", "H", "H", "H", "H", "H", "H", "H", "C", "C", "C", "O", "H", "H", "H", "H", "H", "H", "H", "C", "O", "H", "H", "H", "H", "C", "C", "C", "O", "C", "N", "H", "H", "H", "H", "H", "H", "H", "H", "H", "H", "H", "C", "C", "C", "O", "C", "N", "H", "H", "H", "H", "H", "H", "H", "H", "H", "H", "H", "C", "C", "C", "C", "C", "C", "N", "O", "C", "C", "C", "H", "H", "H", "H", "H", "H", "H", "H", "H", "H", "H", "H", "H", "H", "H", "H", "H", "H", "H"], "positions_angstrom": [[11.537, 15.669, 21.351], [14.978, 14.555, 24.166], [14.666, 14.483, 22.677], [14.708, 13.055, 22.174], [13.444, 15.071, 22.378], [16.035, 14.341, 24.336], [14.372, 13.854, 24.742], [14.779, 15.571, 24.515], [15.473, 15.025, 22.146], [13.977, 12.456, 22.734], [15.683, 12.595, 22.340], [14.406, 13.009, 21.128], [11.634, 11.525, 20.107], [10.448, 12.469, 20.089], [9.385, 11.995, 21.064], [10.835, 13.779, 20.333], [12.129, 11.561, 21.080], [12.350, 11.740, 19.315], [11.290, 10.495, 19.957], [9.989, 12.438, 19.083], [9.817, 11.748, 22.043], [8.919, 11.063, 20.731], [8.621, 12.760, 21.204], [11.694, 12.193, 16.206], [12.523, 12.974, 15.360], [12.210, 11.936, 17.127], [10.771, 12.732, 16.458], [11.377, 11.244, 15.756], [12.099, 13.059, 14.503], [7.815, 15.407, 21.030], [8.392, 15.901, 22.350], [8.906, 14.823, 23.288], [10.264, 14.474, 23.043], [10.790, 13.635, 24.070], [9.520, 16.839, 22.002], [6.921, 14.798, 21.166], [8.536, 14.796, 20.476], [7.531, 16.251, 20.394], [7.602, 16.467, 22.848], [8.266, 13.939, 23.222], [8.818, 15.199, 24.317], [10.729, 14.140, 25.038], [11.840, 13.478, 23.833], [10.245, 12.692, 24.085], [9.100, 17.644, 21.537], [9.794, 17.281, 22.891], [13.630, 19.366, 19.486], [12.836, 18.084, 19.601], [13.732, 16.887, 19.328], [12.996, 15.675, 19.456], [13.562, 14.605, 18.706], [12.169, 17.985, 20.973], [14.416, 19.422, 20.241], [13.001, 20.254, 19.541], [14.134, 19.397, 18.516], [12.037, 18.057, 18.855], [14.548, 16.907, 20.062], [14.091, 17.044, 18.311], [14.569, 14.384, 19.068], [13.565, 14.831, 17.638], [12.933, 13.736, 18.871], [11.517, 18.773, 20.907], [12.838, 18.391, 21.636], [6.771, 12.796, 18.292], [5.891, 12.423, 17.126], [5.073, 11.182, 17.507], [3.874, 10.931, 16.627], [2.998, 12.175, 16.593], [3.746, 13.395, 16.102], [4.979, 13.517, 16.870], [5.726, 14.658, 16.450], [3.953, 13.323, 14.584], [2.899, 14.610, 16.397], [6.800, 12.060, 15.931], [7.443, 13.621, 18.045], [7.312, 11.940, 18.697], [6.155, 13.185, 19.113], [5.748, 10.315, 17.471], [4.825, 11.206, 18.576], [3.290, 10.083, 16.990], [4.168, 10.676, 15.606], [2.606, 12.356, 17.602], [2.111, 12.025, 15.975], [2.996, 13.117, 14.098], [4.319, 14.265, 14.177], [4.643, 12.529, 14.309], [2.771, 14.719, 17.479], [3.267, 15.531, 15.948], [1.881, 14.450, 16.022], [7.648, 11.472, 16.281], [7.165, 12.956, 15.425], [6.257, 11.493, 15.175], [5.398, 15.363, 17.016]], "mulliken_charge": [2.1386, -1.4449, 0.2662, -1.0242, -0.8339, 0.4340, 0.2800, 0.3248, 0.3448, 0.1825, 0.4896, 0.0720, -1.3557, 1.2761, -1.1849, -0.6429, 0.1061, 0.2997, 0.4504, -0.4263, 0.1862, 0.5433, 0.0355, -0.3511, -0.5496, 0.0368, 0.2146, 0.3941, 0.3106, -1.5044, 0.3120, -0.9928, 0.2239, -0.7284, -0.7050, 0.4987, 0.0720, 0.4073, 0.4425, 0.4233, 0.5998, 0.3338, -0.0214, 0.3544, 0.2992, 0.3258, -1.5659, 0.2649, -1.0137, 0.1137, -0.6299, -0.5350, 0.4162, 0.4150, 0.4245, 0.3197, 0.3306, 0.4632, 0.3849, 0.4483, -0.3084, 0.3304, 0.2698, -2.6435, 2.1415, -1.2633, -0.7764, -1.2139, 1.5835, 0.4421, -0.5224, -1.6147, -2.1383, -1.8529, 0.4927, 0.4135, 0.5455, 0.4429, 0.4021, 0.4037, 0.3365, 0.3498, 0.4939, 0.4067, 0.3398, 0.3335, 0.4401, 0.4640, 0.4100, 0.4613, 0.3623, 0.3844, 0.3342], "total_charge": 1, "homo_ev": -9.942}


(3)
{"formula": "CH3Cl2PS2", "method": "ωB97M-V/def2-TZVPD", "species": ["C", "S", "P", "S", "Cl", "Cl", "H", "H", "H"], "positions_angstrom": [[1.570, 0.158, -0.492], [0.164, -1.060, -0.702], [-1.428, -0.214, 0.456], [-1.099, 0.824, 2.345], [-2.667, -1.767, 0.524], [-2.300, 1.018, -0.883], [1.503, 0.811, 0.419], [1.821, 0.542, -1.516], [2.438, -0.314, -0.152]], "nbo_charge": [-0.7425, -0.0139, 0.8982, -0.4820, -0.1845, -0.2185, 0.2729, 0.2390, 0.2313], "homo_ev": -9.036, "smiles": "CSP(=S)(Cl)Cl"}


(4)
{"formula": "C14H22N2O3", "method": "ωB97M-V/def2-TZVPD", "species": ["C", "C", "C", "C", "C", "C", "C", "C", "N", "C", "C", "C", "C", "O", "C", "O", "N", "C", "O", "H", "H", "H", "H", "H", "H", "H", "H", "H", "H", "H", "H", "H", "H", "H", "H", "H", "H", "H", "H", "H", "H"], "positions_angstrom": [[-5.808, -1.297, 0.632], [-4.913, -0.145, 0.193], [-3.482, -0.607, -0.071], [-2.579, 0.543, -0.510], [-1.154, 0.066, -0.792], [-0.220, 1.205, -1.232], [0.686, 1.845, -0.168], [0.095, 1.922, 1.237], [1.999, 1.193, -0.101], [2.145, -0.141, -0.101], [3.335, -0.799, -0.011], [3.288, -2.283, -0.034], [4.595, -3.007, 0.042], [2.222, -2.858, -0.110], [4.557, -0.020, 0.101], [5.697, -0.411, 0.192], [4.306, 1.356, 0.100], [3.114, 2.022, 0.016], [3.035, 3.226, 0.036], [-6.822, -0.947, 0.814], [-5.430, -1.747, 1.547], [-5.844, -2.066, -0.137], [-4.906, 0.625, 0.969], [-5.320, 0.305, -0.715], [-3.490, -1.377, -0.847], [-3.078, -1.060, 0.837], [-2.992, 0.998, -1.413], [-2.570, 1.306, 0.270], [-1.198, -0.679, -1.589], [-0.780, -0.441, 0.097], [0.428, 0.856, -2.040], [-0.839, 2.000, -1.651], [0.915, 2.868, -0.490], [-0.847, 2.459, 1.211], [-0.071, 0.933, 1.656], [0.779, 2.463, 1.888], [1.247, -0.735, -0.191], [4.422, -4.079, 0.012], [5.117, -2.735, 0.956], [5.234, -2.705, -0.786], [5.127, 1.949, 0.180]], "nbo_charge": [-0.5998, -0.3869, -0.3899, -0.3852, -0.4078, -0.4159, -0.0408, -0.6203, -0.4182, 0.1721, -0.3715, 0.5873, -0.7096, -0.5683, 0.6714, -0.5950, -0.6336, 0.7932, -0.6097, 0.2084, 0.2010, 0.2012, 0.1926, 0.1932, 0.1955, 0.1940, 0.1960, 0.1926, 0.2137, 0.1956, 0.2180, 0.2207, 0.2492, 0.2200, 0.2070, 0.2271, 0.2478, 0.2285, 0.2477, 0.2462, 0.4325], "homo_ev": -9.348, "smiles": "CCCCCC[C@@H](C)n1cc(C(C)=O)c(=O)[nH]c1=O"}


(5)
{"formula": "C4H2O6Sm", "method": "ωB97M-V/def2-TZVPD", "species": ["O", "C", "O", "O", "Sm", "H", "O", "O", "O", "C", "C", "C", "H"], "positions_angstrom": [[2.797, 1.160, 0.339], [2.000, 0.418, -0.230], [2.274, -0.539, -0.960], [0.614, 0.688, 0.061], [5.026, 0.000, -0.737], [0.051, -1.180, -0.564], [-2.705, -0.999, 0.183], [-2.173, 0.833, 0.817], [-2.331, 0.525, -1.383], [-0.253, -0.235, -0.085], [-1.375, -0.268, 0.930], [-2.821, 0.218, -0.308], [-1.105, -0.622, 1.936]], "nbo_charge": [-0.7115, 0.9584, -0.7542, -0.3749, 1.9441, 0.2547, -0.4492, -0.4776, -0.4902, 0.5536, 0.2832, 0.9807, 0.2829], "total_charge": 2, "homo_ev": [-17.435, -17.435], "multiplicity": 7}


(6)
{"formula": "C14H42O7", "method": "ωB97M-V/def2-TZVPD", "species": ["C", "C", "O", "H", "H", "H", "H", "H", "H", "C", "C", "O", "H", "H", "H", "H", "H", "H", "C", "C", "O", "H", "H", "H", "H", "H", "H", "C", "C", "O", "H", "H", "H", "H", "H", "H", "C", "C", "O", "H", "H", "H", "H", "H", "H", "C", "C", "O", "H", "H", "H", "H", "H", "H", "C", "C", "O", "H", "H", "H", "H", "H", "H"], "positions_angstrom": [[-4.148, 2.451, 0.689], [-3.697, 2.406, -0.803], [-2.951, 1.262, -0.972], [-4.604, 1.510, 0.914], [-4.727, 3.315, 0.868], [-3.201, 2.499, 1.247], [-3.065, 3.279, -0.950], [-4.609, 2.585, -1.417], [-3.506, 0.494, -0.952], [-4.074, -1.674, 0.857], [-3.220, -2.875, 1.212], [-3.309, -3.368, 2.566], [-3.774, -0.872, 1.531], [-5.167, -1.914, 0.983], [-3.887, -1.336, -0.193], [-2.130, -2.647, 1.066], [-3.503, -3.695, 0.594], [-4.059, -3.927, 2.699], [0.547, -1.429, -2.762], [-0.473, -2.372, -2.161], [-1.441, -1.822, -1.343], [1.282, -1.999, -3.286], [1.031, -0.896, -1.943], [-0.038, -0.755, -3.365], [-0.039, -3.185, -1.576], [-0.970, -2.881, -3.023], [-1.021, -1.072, -0.851], [2.887, -3.018, -0.505], [4.057, -2.115, -0.535], [5.250, -2.773, -0.784], [2.032, -2.490, -0.877], [2.630, -3.398, 0.462], [3.087, -3.840, -1.230], [4.167, -1.636, 0.416], [3.875, -1.431, -1.362], [5.098, -3.478, -1.461], [0.468, -1.128, 1.984], [-0.442, -0.004, 1.821], [-0.644, 0.154, 0.354], [1.056, -0.954, 2.885], [1.193, -1.075, 1.182], [-0.039, -2.081, 2.164], [0.140, 0.883, 2.161], [-1.419, -0.095, 2.343], [-1.402, 0.813, 0.229], [3.539, 3.358, 2.377], [2.037, 3.259, 2.393], [1.385, 3.693, 1.225], [4.081, 2.546, 1.876], [3.843, 3.291, 3.437], [3.843, 4.352, 1.993], [1.613, 3.900, 3.117], [1.729, 2.215, 2.744], [1.442, 2.973, 0.601], [0.937, 2.211, -2.695], [2.155, 1.792, -1.924], [1.802, 1.572, -0.558], [0.243, 1.351, -2.755], [1.189, 2.535, -3.659], [0.437, 3.065, -2.191], [2.940, 2.515, -1.899], [2.588, 0.872, -2.297], [0.957, 1.087, -0.661]], "nbo_charge": [-0.6240, -0.0586, -0.7283, 0.1987, 0.2104, 0.1998, 0.1769, 0.1601, 0.4816, -0.6366, -0.0608, -0.7375, 0.2039, 0.2057, 0.2090, 0.1871, 0.1612, 0.4652, -0.6438, -0.0478, -0.7615, 0.2193, 0.1897, 0.2139, 0.1489, 0.1582, 0.4978, -0.6270, -0.0606, -0.7118, 0.2105, 0.2131, 0.1914, 0.1814, 0.1446, 0.4582, -0.6450, -0.0693, -0.8079, 0.2174, 0.2252, 0.2206, 0.1805, 0.1848, 0.5135, -0.6383, -0.0570, -0.7433, 0.2089, 0.2052, 0.2130, 0.1698, 0.1333, 0.4891, -0.6432, -0.0644, -0.7545, 0.2065, 0.2175, 0.2176, 0.1819, 0.1597, 0.4900], "homo_ev": -9.773, "smiles": "CCO.CCO.CCO.CCO.CCO.CCO.CCO"}


(7)
{"formula": "C2H2NO2P", "method": "ωB97M-V/def2-TZVPD", "species": ["O", "C", "C", "N", "P", "O", "H", "H"], "positions_angstrom": [[-2.261, 0.411, -0.127], [-1.116, 0.215, 0.001], [0.073, 0.922, 0.438], [1.190, 0.304, 0.450], [1.008, -1.338, 0.065], [-0.530, -1.251, -0.371], [-0.013, 1.956, 0.734], [1.649, -1.220, -1.190]], "nbo_charge": [-0.4517, 0.7440, -0.0695, -0.6086, 1.1119, -0.8713, 0.2188, -0.0736], "homo_ev": [-9.691, -9.690], "smiles": "O=c1cn[pH]o1"}


(8)
{"formula": "C5H11BO2", "method": "ωB97M-V/def2-TZVPD", "species": ["B", "C", "C", "C", "C", "C", "O", "O", "H", "H", "H", "H", "H", "H", "H", "H", "H", "H", "H"], "positions_angstrom": [[0.260, 0.017, -0.056], [-2.433, -0.223, -1.348], [-1.926, -0.165, -0.136], [-2.557, 0.264, 1.154], [2.172, 1.646, -0.067], [2.054, -1.716, -0.006], [0.786, 1.252, -0.072], [0.694, -1.216, -0.122], [-3.550, -0.030, -1.495], [-1.937, -0.420, -2.304], [-2.126, 1.041, 1.683], [-3.571, 0.382, 1.093], [-2.380, -0.673, 1.755], [2.693, 1.100, -0.810], [2.411, 1.523, 1.047], [2.091, 2.710, -0.510], [2.210, -2.489, 0.881], [2.645, -0.917, 0.169], [2.464, -2.085, -0.857]], "nbo_charge": [1.1456, -0.4849, -0.1342, -0.6601, -0.2638, -0.2322, -0.7480, -0.7320, 0.1658, 0.1996, 0.2152, 0.1954, 0.2104, 0.1805, 0.2034, 0.2054, 0.1871, 0.1630, 0.1837], "homo_ev": -8.103}


no.,E_tot (Eh)
1,-198.82983
2,-1603.73268
3,-2098.04976
4,-881.96018
5,-1262.22290
6,-1085.17231
7,-623.98657
8,-372.35966